No. 1
Computed, not measured: an isolated ion of composition C9H19N2O2 and charge +1 at a distorted geometry, with ωB97M-V with the def2-TZVPD basis set.

* calculated total energy: -16704.95637 eV
* highest occupied orbital energy (alpha / beta): -10.38 / -11.36 eV
* orbital gap (alpha / beta): 0.254 / 0.321 Eh
* energy relative to the best compared isomer or geometry (same formula, charge and spin): 438.9 kJ/mol
* net charge: +1
* strongest force on any atom: 0.08907 Eh/bohr

```
32
Properties=species:S:1:pos:R:3:nbo_charge:R:1
C -2.804 -1.089 -1.723 -0.396
C -2.621 -1.191 -0.171 -0.432
C -1.485 -1.101 -2.416 -0.438
C 2.847 0.287 1.879 -0.525
C 2.877 0.473 0.354 -0.179
C -1.695 -0.095 0.399 -0.235
C -0.579 0.059 -1.834 -0.249
C 1.718 -0.395 2.387 0.157
C 0.382 1.115 0.244 0.512
N 1.722 1.095 -0.234 -0.674
N -0.390 0.009 -0.280 -0.428
O 1.098 -0.008 3.487 -0.646
O -0.291 2.364 0.160 -0.736
H -3.456 -1.988 -2.199 0.240
H -3.315 -0.096 -1.928 0.210
H -3.554 -1.364 0.360 0.259
H -2.127 -2.162 0.151 0.200
H -1.202 -2.067 -2.413 0.223
H -1.656 -0.922 -3.482 0.243
H 3.866 -0.142 1.962 0.251
H 2.982 1.379 2.202 0.217
H 3.642 1.094 0.100 0.207
H 3.095 -0.468 -0.138 0.177
H -2.253 0.839 0.308 0.243
H -1.478 -0.345 1.443 0.244
H 0.341 0.057 -2.548 0.259
H -0.963 1.066 -1.873 0.224
H 1.560 -1.467 2.073 0.183
H 2.079 1.924 -0.726 0.401
H 0.242 -0.849 -0.217 0.457
H 1.334 0.879 3.870 0.504
H 0.084 3.109 0.804 0.528
```

No. 2
Computed, not measured: a 2-piece molecular cluster, C9H19N2O3P overall at a distorted geometry, with ωB97M-V with the def2-TZVPD basis set.

* calculated total energy: -28050.14377 eV
* highest occupied orbital energy (alpha / beta): -8.19 / -8.19 eV
* orbital gap (alpha / beta): 0.299 / 0.299 Eh
* energy relative to the best compared isomer or geometry (same formula, charge and spin): 314.9 kJ/mol
* strongest force on any atom: 0.08229 Eh/bohr

```
34
Properties=species:S:1:pos:R:3:nbo_charge:R:1
C -0.194 -2.573 0.313 -0.298
C 0.407 -1.619 1.308 -0.339
C -0.443 -0.412 0.913 0.190
C 1.873 -1.383 1.344 -0.607
C -0.893 2.055 1.098 -0.620
C -1.857 0.517 2.829 -0.592
C 0.850 -1.291 -3.055 -0.254
C -0.065 2.544 -2.676 -0.241
C -0.659 0.786 1.922 -0.287
N -1.158 -1.920 -0.447 -0.143
N -1.391 -0.733 -0.087 -0.224
O 2.051 1.356 -0.868 -1.112
O 1.209 -0.902 -1.722 -0.850
O -0.041 1.196 -2.160 -0.864
P 0.857 0.526 -1.099 2.227
H 0.564 -3.031 -0.375 0.224
H -0.668 -3.383 0.739 0.224
H 0.111 -1.937 2.354 0.216
H 2.375 -2.339 1.527 0.213
H 2.175 -0.678 2.110 0.222
H 2.250 -1.188 0.305 0.237
H -1.712 2.137 0.351 0.224
H -0.025 2.501 0.612 0.227
H -1.196 2.885 1.862 0.202
H -1.575 -0.154 3.558 0.203
H -2.663 0.153 2.173 0.210
H -2.214 1.343 3.296 0.213
H 0.171 -2.259 -3.097 0.199
H 1.723 -1.327 -3.712 0.190
H 0.256 -0.491 -3.416 0.196
H -0.885 3.122 -2.226 0.190
H -0.219 2.434 -3.787 0.198
H 0.836 3.106 -2.426 0.212
H 0.151 0.956 2.538 0.215
```

No. 3
Computed, not measured: C9H19N3O9Pd as an isolated structure at a distorted geometry, with ωB97M-V with the def2-TZVPD basis set.

* spin multiplicity: 3
* calculated total energy: -36017.67546 eV
* highest occupied orbital energy (alpha / beta): -0.34 / -0.75 eV
* <S²>: 2.01
* orbital gap (alpha / beta): 0.192 / 0.206 Eh
* net charge: -2
* strongest force on any atom: 0.08133 Eh/bohr

```
41
Properties=species:S:1:pos:R:3:nbo_charge:R:1
Pd -0.717 0.648 -0.923 1.149
C -1.088 2.623 0.772 0.921
O -0.018 1.951 0.717 -0.883
O -1.903 2.375 -0.175 -0.832
O -1.495 3.209 1.829 -0.855
C -2.261 -1.609 -1.186 0.943
O -3.067 -2.530 -1.444 -0.805
O -2.169 -0.951 -0.069 -0.837
O -1.491 -1.033 -2.033 -0.855
C 1.515 -3.624 1.755 -0.248
O 2.156 -2.858 0.743 -0.551
C 1.493 -1.656 0.424 -0.086
C 2.077 -1.012 -0.832 -0.221
N 1.488 0.305 -1.062 -0.629
C 1.901 0.900 -2.336 -0.226
C 1.098 2.186 -2.684 -0.072
O -0.267 1.916 -2.624 -0.532
C -0.994 2.972 -3.171 -0.236
H 0.474 -3.829 1.493 0.195
H 1.506 -3.254 2.783 0.165
H 2.022 -4.588 1.806 0.162
H 1.482 -0.875 1.193 0.174
H 0.439 -1.877 0.223 0.215
H 1.932 -1.680 -1.683 0.200
H 3.170 -0.980 -0.708 0.144
H 1.868 0.943 -0.369 0.395
H 1.992 0.265 -3.222 0.196
H 2.988 1.073 -2.243 0.155
H 1.477 2.408 -3.688 0.161
H 1.405 2.893 -1.905 0.186
H -0.906 3.025 -4.264 0.142
H -0.661 3.938 -2.774 0.167
H -2.049 2.897 -2.916 0.232
C -1.956 -0.972 3.489 0.763
O -2.522 -2.038 3.251 -0.698
N -1.635 -0.535 4.736 -0.888
N -1.478 -0.139 2.524 -0.852
H -1.937 -1.216 5.414 0.391
H -1.264 0.390 4.812 0.396
H -1.149 0.770 2.799 0.396
H -1.458 -0.426 1.546 0.460
```